(1)
The following is a DFT calculation (the ωB97M-V functional and the def2-TZVPD basis) of a cluster of 7 separate species, C42H87N7O7 in total in a non-equilibrium geometry.

```
! wB97M-V def2-TZVPD RIJCOSX def2/J DEFGRID3
* xyz -1 6
C -21.17 -23.65 -12.81
C -19.78 -24.15 -13.21
C -19.95 -25.66 -13.60
C -18.76 -26.19 -14.43
C -18.70 -25.35 -15.69
C -18.35 -23.88 -15.50
N -19.29 -23.36 -14.47
O -18.98 -21.95 -14.20
C -16.82 -23.74 -15.19
C -18.73 -23.30 -16.93
C -18.84 -23.98 -12.00
H -21.83 -23.94 -13.63
H -21.05 -22.58 -12.63
H -21.56 -23.98 -11.85
H -20.04 -26.20 -12.66
H -20.84 -25.95 -14.16
H -18.73 -27.25 -14.67
H -17.85 -25.96 -13.86
H -19.59 -25.46 -16.31
H -18.05 -25.76 -16.46
H -16.53 -24.42 -14.38
H -16.18 -24.00 -16.03
H -16.59 -22.71 -14.91
H -18.20 -22.34 -16.92
H -18.31 -23.82 -17.79
H -19.80 -23.21 -17.08
H -19.29 -24.50 -11.15
H -18.72 -22.97 -11.61
H -17.89 -24.46 -12.22
C -28.76 -15.82 -7.44
C -27.53 -14.83 -7.48
C -26.32 -15.38 -8.36
C -26.41 -15.22 -9.79
C -26.72 -13.74 -10.01
C -28.03 -13.15 -9.43
N -27.90 -13.44 -7.93
O -29.06 -12.80 -7.16
C -27.90 -11.66 -9.78
C -29.29 -13.71 -10.20
C -26.85 -14.73 -6.05
H -29.33 -15.62 -8.34
H -29.33 -15.73 -6.51
H -28.32 -16.82 -7.36
H -25.46 -14.77 -8.08
H -26.28 -16.44 -8.11
H -27.28 -15.76 -10.17
H -25.53 -15.53 -10.36
H -26.70 -13.46 -11.07
H -25.93 -13.13 -9.55
H -28.06 -11.50 -10.85
H -28.87 -11.28 -9.44
H -27.17 -11.06 -9.24
H -29.19 -14.78 -10.39
H -30.17 -13.53 -9.59
H -29.42 -13.18 -11.15
H -26.70 -15.68 -5.53
H -27.46 -14.13 -5.38
H -25.88 -14.24 -6.05
C -27.04 -18.41 -11.19
C -28.27 -18.21 -12.11
C -28.04 -16.88 -12.84
C -27.40 -16.93 -14.22
C -27.99 -18.08 -15.09
C -27.91 -19.43 -14.39
N -28.53 -19.36 -13.04
O -29.19 -20.55 -12.42
C -28.76 -20.36 -15.31
C -26.45 -19.96 -14.28
C -29.40 -17.87 -11.15
H -26.99 -19.36 -10.66
H -27.06 -17.86 -10.25
H -26.03 -18.29 -11.59
H -28.99 -16.35 -12.85
H -27.37 -16.24 -12.27
H -26.33 -17.12 -14.10
H -27.51 -16.00 -14.76
H -27.46 -18.19 -16.04
H -29.02 -17.77 -15.23
H -29.76 -19.99 -15.49
H -28.27 -20.49 -16.28
H -28.86 -21.37 -14.92
H -26.06 -19.66 -15.26
H -25.84 -19.49 -13.51
H -26.31 -21.03 -14.14
H -29.31 -17.02 -10.48
H -29.71 -18.74 -10.57
H -30.35 -17.65 -11.65
C -21.30 -11.72 -11.83
C -22.87 -11.74 -11.68
C -23.19 -13.05 -10.88
C -22.84 -12.93 -9.37
C -23.42 -11.64 -8.77
C -23.06 -10.36 -9.50
N -23.42 -10.58 -10.94
O -23.53 -9.28 -11.66
C -23.94 -9.22 -8.89
C -21.61 -10.03 -9.11
C -23.52 -11.93 -13.04
H -20.93 -10.70 -11.85
H -20.95 -12.10 -12.79
H -20.74 -12.38 -11.16
H -24.27 -13.21 -10.96
H -22.67 -13.90 -11.31
H -21.75 -12.94 -9.35
H -23.14 -13.81 -8.81
H -23.08 -11.67 -7.73
H -24.48 -11.69 -8.55
H -23.77 -9.02 -7.83
H -23.78 -8.25 -9.35
H -24.97 -9.56 -9.02
H -21.44 -10.09 -8.04
H -20.84 -10.68 -9.54
H -21.38 -8.99 -9.33
H -24.54 -11.66 -12.78
H -23.42 -12.97 -13.35
H -23.17 -11.28 -13.84
O -23.87 -18.49 -13.76
C -23.05 -18.06 -12.96
N -23.05 -16.90 -12.45
C -21.99 -19.06 -12.61
H -23.91 -16.38 -12.51
H -22.35 -16.71 -11.75
H -22.45 -19.99 -12.28
H -21.33 -18.71 -11.81
H -21.56 -19.14 -13.61
O -23.20 -18.75 -18.40
C -23.24 -18.89 -17.16
N -24.06 -18.23 -16.47
C -22.34 -19.82 -16.46
H -24.09 -18.18 -15.46
H -24.64 -17.52 -16.90
H -22.89 -20.39 -15.70
H -21.51 -19.42 -15.88
H -21.89 -20.58 -17.11
O -20.73 -16.12 -11.08
C -19.77 -15.47 -10.57
N -19.84 -14.72 -9.48
C -18.35 -15.66 -11.07
H -20.78 -14.55 -9.15
H -18.96 -14.42 -9.09
H -17.80 -14.72 -11.10
H -18.29 -16.02 -12.09
H -17.93 -16.46 -10.47
*
```

Its LUMO energy (alpha / beta) is 0.071 / 0.036 Ha. Its expectation value of S² is 8.773.

(2)
The following is a DFT calculation (the ωB97M-V functional and the def2-TZVPD basis) of a cluster of 5 separate species, C42H88F2N6O10P in total in a non-equilibrium geometry.

```
! wB97M-V def2-TZVPD RIJCOSX def2/J DEFGRID3
* xyz -1 1
C -1.85 3.89 3.33
C -1.26 4.07 1.76
C -1.10 2.69 0.94
F 0.19 3.04 0.20
P -2.33 2.21 -0.50
C -2.94 0.63 0.31
C -3.07 -0.81 -0.38
C -2.59 -2.09 0.59
O -1.85 -3.12 0.13
O -3.01 -2.20 2.01
C -0.91 1.22 -1.40
C -0.06 0.10 -0.63
O 0.00 -1.14 -1.22
C 0.95 0.08 0.65
C 0.49 -0.64 2.09
C 1.51 -0.74 3.40
C 3.04 -0.13 3.35
C 3.51 0.62 1.96
C 2.49 0.72 0.66
C -3.70 3.14 0.51
C -5.26 2.95 0.21
O -6.00 3.53 -0.79
N -6.18 2.38 1.24
C -6.70 1.03 1.13
C -6.17 3.03 2.58
C -3.41 2.13 -2.09
C -4.56 1.08 -2.32
C -5.70 1.73 -3.36
F -4.04 -0.03 -3.21
O -1.82 3.75 -1.04
C -1.46 4.17 -2.27
C -0.34 5.41 -2.16
N 1.09 4.92 -2.15
C 1.81 5.97 -1.27
C 3.42 5.63 -1.28
C 3.57 4.16 -0.50
O 4.06 6.74 -0.52
H -1.83 2.75 3.57
H -2.98 4.25 3.32
H -1.30 4.57 4.10
H -0.17 4.49 2.05
H -1.73 4.99 1.22
H -0.84 1.87 1.68
H -3.95 0.72 0.95
H -2.17 0.35 1.19
H -2.57 -1.02 -1.40
H -4.23 -1.05 -0.55
H -3.71 -2.95 1.99
H -0.14 1.87 -1.98
H -1.49 0.63 -2.27
H -0.58 -1.11 2.26
H 1.12 -1.30 4.38
H 3.71 -0.26 4.30
H 4.60 1.09 1.96
H 2.91 1.25 -0.31
H -3.58 2.74 1.61
H -3.60 4.33 0.41
H -7.83 1.02 1.51
H -6.13 0.32 1.90
H -6.70 0.48 0.11
H -5.87 4.17 2.43
H -7.17 3.00 3.19
H -5.26 2.57 3.19
H -2.79 2.06 -3.11
H -3.94 3.20 -2.21
H -5.19 0.69 -1.42
H -5.79 2.89 -3.29
H -6.77 1.29 -3.18
H -5.43 1.49 -4.50
H -1.03 3.46 -3.12
H -2.38 4.71 -2.82
H -0.51 6.10 -3.09
H -0.61 6.01 -1.20
H 1.43 5.07 -3.14
H 1.33 5.88 -0.18
H 1.56 7.07 -1.63
H 3.88 5.56 -2.36
H 4.68 4.06 -0.13
H 3.32 3.29 -1.25
H 2.87 4.22 0.43
H 5.03 6.46 -0.49
C 4.77 -6.13 3.88
C 5.57 -4.88 4.26
C 4.78 -3.57 4.11
O 4.62 -3.12 2.76
C 3.59 -3.77 2.04
N 6.82 -4.85 3.47
H 4.69 -6.26 2.79
H 5.26 -7.03 4.27
H 3.76 -6.09 4.29
H 5.84 -4.99 5.32
H 5.34 -2.78 4.62
H 3.80 -3.63 4.61
H 2.74 -4.02 2.68
H 3.98 -4.67 1.55
H 3.25 -3.10 1.25
H 7.39 -4.08 3.81
H 6.57 -4.57 2.52
C -6.98 6.60 -1.81
C -5.48 6.84 -1.64
C -5.14 8.23 -1.07
O -5.25 9.30 -2.01
C -6.58 9.76 -2.21
N -4.81 6.60 -2.92
H -7.39 7.10 -2.69
H -7.18 5.53 -1.93
H -7.54 6.94 -0.93
H -5.12 6.09 -0.92
H -4.08 8.22 -0.76
H -5.71 8.45 -0.16
H -7.18 9.72 -1.30
H -7.05 9.19 -3.01
H -6.53 10.80 -2.54
H -3.80 6.66 -2.78
H -5.01 7.41 -3.52
C 8.56 -8.62 0.30
C 7.86 -7.99 1.50
C 7.22 -9.02 2.45
O 6.00 -9.60 1.97
C 6.18 -10.65 1.03
N 6.87 -7.02 1.01
H 7.86 -8.96 -0.47
H 9.23 -7.89 -0.18
H 9.17 -9.48 0.60
H 8.62 -7.45 2.07
H 6.95 -8.50 3.38
H 7.93 -9.81 2.74
H 7.06 -11.25 1.25
H 6.22 -10.24 0.02
H 5.30 -11.30 1.08
H 6.47 -6.53 1.82
H 6.07 -7.55 0.65
C 1.22 -6.11 -1.73
C 0.58 -4.76 -2.02
C -0.07 -4.67 -3.42
O 0.86 -4.52 -4.50
C 1.48 -5.73 -4.91
N 1.58 -3.70 -1.82
H 2.19 -6.24 -2.22
H 1.40 -6.23 -0.65
H 0.57 -6.94 -2.04
H -0.22 -4.62 -1.28
H -0.70 -3.77 -3.44
H -0.74 -5.52 -3.61
H 0.81 -6.59 -4.83
H 2.39 -5.90 -4.33
H 1.78 -5.62 -5.95
H 1.12 -2.80 -1.92
H 2.22 -3.73 -2.63
*
```

Its LUMO energy is 0.080 Ha. As for the energy above the lowest of the compared OMol25 structures with the same formula, charge and spin: 1502.8 kJ/mol.

(3)
The following is a DFT calculation (the ωB97M-V functional and the def2-TZVPD basis) of a cluster of 8 separate species, C42H92F2N12O10S2 in total in a non-equilibrium geometry.

```
! wB97M-V def2-TZVPD RIJCOSX def2/J DEFGRID3
* xyz 6 1
C -4.01 -7.68 3.84
C -4.93 -8.06 5.03
N -4.73 -7.24 6.26
C -3.73 -6.29 6.50
C -3.80 -5.91 7.86
N -4.81 -6.66 8.46
C -5.36 -7.47 7.48
C -5.34 -6.61 9.84
H -2.95 -7.79 4.11
H -4.12 -6.67 3.47
H -4.22 -8.29 2.97
H -4.82 -9.13 5.23
H -6.00 -8.06 4.82
H -3.18 -5.95 5.64
H -3.20 -5.20 8.40
H -6.17 -8.17 7.66
H -5.10 -7.52 10.38
H -6.42 -6.55 9.80
H -4.91 -5.79 10.42
C 0.97 4.52 -5.58
C 2.38 4.60 -5.12
N 2.62 5.70 -4.17
C 2.34 5.79 -2.82
C 2.76 7.05 -2.31
N 3.52 7.66 -3.30
C 3.42 6.84 -4.46
C 4.20 8.93 -3.30
H 0.34 4.42 -4.69
H 0.75 3.61 -6.12
H 0.82 5.39 -6.22
H 2.97 4.67 -6.03
H 2.81 3.73 -4.64
H 1.77 5.03 -2.31
H 2.47 7.53 -1.39
H 3.86 7.03 -5.43
H 3.99 9.54 -2.43
H 3.99 9.54 -4.18
H 5.28 8.80 -3.27
C 3.40 -4.94 -9.10
C 4.53 -5.98 -9.30
N 4.28 -6.84 -10.47
C 4.16 -6.43 -11.74
C 4.13 -7.55 -12.57
N 4.44 -8.66 -11.74
C 4.56 -8.17 -10.47
C 4.61 -10.04 -12.22
H 3.55 -4.14 -9.81
H 3.52 -4.49 -8.11
H 2.41 -5.41 -9.13
H 4.55 -6.64 -8.43
H 5.51 -5.53 -9.48
H 4.02 -5.40 -12.01
H 3.92 -7.62 -13.63
H 4.81 -8.70 -9.56
H 5.55 -10.14 -12.76
H 3.80 -10.24 -12.93
H 4.55 -10.81 -11.46
C -12.24 8.98 -3.79
C -11.81 8.30 -2.47
N -11.13 7.00 -2.58
C -11.58 5.81 -2.05
C -10.54 4.85 -2.19
N -9.43 5.55 -2.64
C -9.75 6.84 -2.94
C -8.12 5.02 -2.64
H -13.26 8.71 -4.06
H -11.67 8.80 -4.71
H -12.18 10.07 -3.74
H -12.69 8.19 -1.85
H -11.17 8.95 -1.87
H -12.51 5.77 -1.51
H -10.42 3.80 -1.95
H -9.09 7.64 -3.24
H -7.44 5.86 -2.53
H -8.02 4.34 -3.49
H -7.91 4.46 -1.73
C 7.79 0.14 -1.02
O 7.73 0.68 0.28
C 6.87 1.78 0.42
C 7.10 2.31 1.82
N 6.75 1.19 2.80
H 5.75 1.07 2.69
H 7.20 0.32 2.55
C 6.83 1.70 4.29
C 6.11 0.63 5.06
O 6.89 -0.59 4.93
C 6.14 -1.68 5.34
H 8.46 -0.71 -1.05
H 7.99 0.86 -1.81
H 6.77 -0.18 -1.26
H 5.84 1.43 0.42
H 7.13 2.52 -0.34
H 6.52 3.21 2.04
H 8.16 2.37 2.09
H 6.30 2.65 4.33
H 7.86 1.82 4.61
H 5.05 0.54 4.82
H 6.22 0.91 6.10
H 5.86 -1.66 6.39
H 6.75 -2.58 5.29
H 5.28 -1.92 4.72
C -14.56 0.77 8.36
O -14.48 -0.05 7.19
C -15.46 0.03 6.11
C -14.65 -0.63 4.99
N -13.47 0.26 4.48
H -13.14 -0.29 3.71
H -13.96 1.03 4.03
C -12.24 0.69 5.36
C -10.89 0.87 4.65
O -10.70 -0.18 3.74
C -9.63 -1.05 4.09
H -14.20 1.75 8.06
H -13.97 0.40 9.20
H -15.58 0.89 8.73
H -15.72 1.05 5.81
H -16.42 -0.44 6.33
H -15.19 -0.70 4.05
H -14.32 -1.63 5.27
H -12.12 -0.13 6.07
H -12.67 1.56 5.86
H -10.04 1.12 5.27
H -10.88 1.82 4.12
H -9.54 -1.18 5.17
H -8.71 -0.64 3.67
H -9.61 -1.99 3.55
C 9.50 -2.23 0.81
O 10.61 -1.46 0.95
C 11.77 -2.10 0.39
C 12.92 -1.08 0.58
N 13.08 -0.27 -0.67
H 13.20 -0.87 -1.47
H 12.33 0.39 -0.82
C 14.34 0.58 -0.82
C 14.01 1.75 -1.69
O 12.75 2.25 -1.40
C 12.23 3.34 -2.18
H 9.38 -2.60 -0.21
H 8.56 -1.71 1.02
H 9.58 -3.05 1.51
H 11.61 -2.34 -0.66
H 12.10 -3.01 0.87
H 13.90 -1.52 0.75
H 12.62 -0.45 1.42
H 15.09 -0.09 -1.25
H 14.63 0.90 0.18
H 14.13 1.36 -2.70
H 14.81 2.49 -1.59
H 12.96 4.15 -2.25
H 11.34 3.76 -1.71
H 12.02 3.05 -3.21
N 1.08 0.69 1.95
S -0.21 0.95 2.78
O -0.82 -0.09 3.66
O -1.18 1.84 2.17
F 0.33 1.95 3.92
S 0.31 -0.50 1.01
O -0.62 -0.06 -0.03
O 0.05 -1.76 1.75
F 1.58 -0.97 0.06
*
```

Its LUMO energy is -0.302 Ha. As for the energy above the lowest of the compared OMol25 structures with the same formula, charge and spin: 0.0 kJ/mol.